Entry 1:
Computed, not measured: a molecular structure, C22H40AsF24N5O14S6 in a non-equilibrium geometry, with the ωB97M-V functional and the def2-TZVPD basis.

## Properties
Charge: -2
HOMO in eV: -5.98
E in eV: -250650.148

Structure (XYZ):
```
112
Properties=species:S:1:pos:R:3:forces:R:3:lowdin_charge:R:1
C 1.90088 -2.55918 -1.60231 0.99 0.09 -0.47 -0.0535
C 2.09099 -1.99522 -0.18874 -2.69 -1.44 -0.15 -0.1527
N 1.14731 -0.85543 0.20155 -0.03 -0.53 0.35 -0.2359
C 1.19032 0.20155 -0.82936 0.70 2.04 1.35 -0.0053
C -0.24482 -1.44077 0.47166 0.94 -0.82 -0.79 -0.1875
C -1.22472 -0.64754 1.25952 -0.26 1.81 -0.40 -0.0493
C 1.72338 -0.23935 1.47465 -0.15 -0.31 -3.35 -0.1078
C 1.81077 -1.12747 2.64474 0.74 0.19 1.23 -0.2209
O 1.95252 -0.07840 3.55726 -0.33 -0.02 2.50 -0.1899
C 2.04240 -0.60596 4.89020 -0.35 0.41 -0.15 -0.0642
H 1.11152 -3.29456 -1.65931 -0.58 0.14 -0.01 0.0686
H 2.81940 -3.12332 -1.87164 -0.39 0.41 0.39 0.0838
H 1.82883 -1.79712 -2.40562 -0.12 -0.44 0.64 0.0803
H 3.05827 -1.66895 0.00062 1.65 0.67 0.17 0.0549
H 1.79487 -2.79727 0.51686 0.64 0.36 -0.25 0.1376
H 2.23605 0.53885 -1.00605 -0.45 -0.87 -0.03 0.1239
H 0.77078 1.11518 -0.35086 -0.39 -0.73 -0.77 0.1022
H 0.72691 -0.08127 -1.74609 -0.50 -0.12 -0.37 0.0837
H -0.02894 -2.35856 0.98210 0.11 -0.47 0.45 0.1076
H -0.64288 -1.79499 -0.47159 -0.12 0.32 -0.37 0.1074
H -1.43476 0.30455 0.67015 -0.05 -0.95 0.96 0.1053
H -0.80371 -0.37289 2.26251 -0.78 -0.31 -0.78 0.0911
H -2.16223 -1.25244 1.30302 0.73 0.55 0.23 0.0947
H 1.11827 0.60973 1.74042 -0.35 0.23 -0.07 0.1327
H 2.67708 0.12024 1.07217 0.10 -0.06 0.95 0.1219
H 2.75960 -1.66103 2.73657 -0.21 -0.76 -0.63 0.1341
H 0.93305 -1.77267 2.92380 0.62 0.43 -0.62 0.1416
H 1.76230 0.15825 5.59316 0.21 0.53 0.17 0.0759
H 3.04081 -0.97429 5.12839 -0.06 -0.15 -0.14 0.0889
H 1.27013 -1.36429 5.01946 0.18 -0.43 0.02 0.0916
C -4.74363 -0.83959 -5.86042 -1.28 2.09 -0.47 -0.0609
C -3.67728 -0.69151 -4.80530 1.60 -0.83 0.02 -0.1458
N -3.53068 0.69588 -4.17801 0.90 -0.47 -1.58 -0.2325
C -2.49715 0.58267 -3.09572 0.32 1.37 -0.96 0.0065
C -3.00498 1.70334 -5.23224 -0.29 1.09 3.04 -0.1640
C -1.76932 1.42299 -6.00586 -0.47 0.83 -1.78 -0.0636
C -4.78989 1.36555 -3.68820 -0.21 -0.45 0.19 -0.0766
C -5.51079 0.58183 -2.56787 -0.60 0.96 0.36 -0.1906
O -4.67967 0.58562 -1.41641 -0.82 -0.98 0.13 -0.2245
C -5.33013 -0.09587 -0.28535 1.58 1.53 -0.97 -0.0307
H -5.14166 -1.80256 -5.99862 0.01 -1.66 0.37 0.0615
H -4.52516 -0.52990 -6.90321 0.45 0.26 0.75 0.0877
H -5.65847 -0.26593 -5.56686 0.66 -0.29 -0.22 0.0819
H -2.65472 -0.96430 -5.20518 -0.99 0.75 0.14 0.1473
H -3.72124 -1.44518 -4.00839 -0.71 0.41 0.12 0.1133
H -2.86524 -0.11547 -2.42401 -0.39 -1.08 1.38 0.0463
H -2.33480 1.57227 -2.65340 -0.32 -0.57 -0.11 0.0739
H -1.55657 0.24216 -3.51312 0.02 -0.05 -0.29 0.1080
H -2.83873 2.53711 -4.50282 0.18 -0.32 -1.15 0.0886
H -3.87217 2.00703 -5.78783 -0.16 -0.11 -0.77 0.1227
H -1.99847 0.90035 -6.93523 0.14 -0.34 0.08 0.0820
H -0.94582 0.98086 -5.50318 0.35 -0.59 0.58 0.0617
H -1.39865 2.41959 -6.32770 -0.26 -0.57 0.14 0.0959
H -5.39454 1.47665 -4.60047 -0.20 -0.11 0.61 0.1208
H -4.49250 2.39838 -3.40324 -0.23 -0.80 0.20 0.1203
H -5.88228 -0.42271 -2.88574 0.79 0.29 0.17 0.1337
H -6.46160 1.11977 -2.29573 0.63 -0.08 -0.50 0.1376
H -4.52504 -0.23715 0.45836 -0.62 -0.30 -0.43 0.0950
H -5.80337 -0.98232 -0.65208 -0.06 -0.85 0.14 0.0766
H -6.05568 0.60559 0.08631 -0.56 0.17 0.46 0.0762
As -3.32672 -3.84493 -1.48420 0.20 -0.45 -0.93 0.7278
F -1.68243 -3.97542 -0.92230 0.00 0.08 0.10 -0.2629
F -3.84007 -3.63289 0.15114 -0.32 0.49 -0.11 -0.2518
F -4.94635 -3.75399 -2.16989 0.36 0.55 0.51 -0.2824
F -2.71136 -4.03125 -3.11638 -0.16 -0.05 0.14 -0.2801
F -3.57897 -5.53987 -1.31093 0.24 -0.21 -0.08 -0.2512
F -3.09829 -2.10683 -1.69850 -0.32 -0.23 0.33 -0.2731
C 0.24048 3.86498 -4.17652 -0.09 0.50 0.29 -0.6069
F 1.47440 4.36487 -4.02038 -0.45 -0.63 -0.12 0.1315
F -0.39636 4.67809 -5.05369 0.14 -0.47 0.57 0.1089
F 0.29019 2.64585 -4.72900 0.57 0.26 0.14 0.0961
S -0.64854 3.76577 -2.49085 2.16 0.37 -0.73 0.6284
O -0.48926 2.39929 -2.02218 0.39 1.24 -0.07 -0.3141
O 0.00064 4.87562 -1.82495 -1.20 -1.02 0.08 -0.2691
N -2.11047 3.89470 -3.00562 -0.46 -0.57 0.80 -0.3308
S -3.07277 5.11381 -2.98287 1.67 1.77 -0.70 0.5481
O -2.45082 6.38526 -3.19368 0.33 0.14 0.36 -0.2665
O -4.13639 4.81313 -3.86922 -1.66 -0.79 -0.12 -0.2719
C -3.68479 5.30437 -1.26363 -2.32 -1.55 -1.01 -0.6835
F -4.49500 6.34620 -1.33550 -0.40 0.67 0.39 0.1380
F -4.48051 4.22125 -0.91799 0.96 0.75 -0.13 0.0810
F -2.78670 5.49144 -0.36130 0.96 -0.02 0.70 0.2031
C 2.69215 2.20768 11.13315 -0.89 0.81 0.61 -0.6133
F 2.29258 2.66594 9.91230 0.48 -0.77 1.15 0.1063
F 3.96662 2.47246 11.32460 0.85 0.30 -0.48 0.1252
F 2.02529 2.97860 12.07507 0.29 -1.03 -0.99 0.0660
S 2.41714 0.37578 11.45493 -2.12 0.71 1.86 0.5737
O 3.11493 0.11455 12.70493 -0.44 0.49 -1.31 -0.3044
O 0.96023 0.32675 11.46171 1.08 -0.23 0.00 -0.3183
N 3.07371 -0.31362 10.26184 1.14 0.01 -0.51 -0.3117
S 2.40628 -1.18527 9.16000 2.20 1.40 -1.85 0.5445
O 1.84535 -2.35712 9.65583 -1.37 -2.71 0.98 -0.2577
O 1.73445 -0.45756 8.13422 -0.42 0.40 -0.38 -0.2861
C 4.02584 -1.71990 8.26029 0.35 -0.22 0.40 -0.5901
F 3.82059 -2.43069 7.10902 -0.33 1.24 0.62 0.0872
F 4.76848 -0.61371 8.02066 -0.56 -0.80 -0.41 0.1003
F 4.78668 -2.55102 8.99579 -0.28 0.37 0.34 0.1020
C 5.91552 -2.65991 1.04752 -1.05 -2.41 -0.12 -0.6325
F 5.05045 -3.28590 0.16593 0.28 0.80 0.57 0.0705
F 5.41977 -2.89034 2.29487 0.11 0.88 -0.97 0.1112
F 7.03363 -3.35947 0.97785 0.72 0.04 -0.16 0.1338
S 6.17208 -0.91433 0.61750 0.90 0.87 1.60 0.5754
O 4.91505 -0.31697 0.96170 -0.77 0.11 -0.59 -0.2940
O 7.24493 -0.60912 1.54757 -0.32 -0.20 -1.59 -0.2832
N 6.60096 -0.82435 -0.90108 -0.36 -0.84 0.70 -0.2789
S 5.60888 -0.67833 -2.14899 -0.56 0.16 2.03 0.6156
O 4.20544 -0.96821 -1.89678 0.90 0.83 -0.05 -0.3085
O 6.06074 0.47264 -2.84449 -0.47 0.90 -0.73 -0.2629
C 5.98362 -1.98188 -3.32024 1.12 1.26 0.38 -0.7761
F 5.29043 -1.64588 -4.38428 -0.43 -0.09 -1.38 0.1505
F 7.28405 -1.95200 -3.59217 0.54 -0.28 -0.47 0.1396
F 5.65009 -3.16883 -2.95060 -0.49 -1.90 0.66 0.1881
```
Positions in Å, forces in eV/Å.

Entry 2:
Computed, not measured: 7 unconnected molecules or ions with the total composition C32H69BFN7O11 in a non-equilibrium geometry, with the ωB97M-V functional and the def2-TZVPD basis.

## Properties
SMILES: C=CCCOC[C@](F)(O[C@H](CCC(=O)O)[C@@H](C)CC)B(N)O.CNC(C)=O.CNC(C)=O.CNC(C)=O.CNC(C)=O.CNC(C)=O.CNC(C)=O
HOMO in eV: -8.19
E in eV: -70644.780

Structure (XYZ):
```
121
Properties=species:S:1:pos:R:3:forces:R:3:lowdin_charge:R:1
C 3.51410 -0.11360 2.19705 0.70 -4.15 -0.79 -0.0234
C 3.71676 -1.55198 1.76081 -0.22 4.15 1.10 -0.1454
C 4.56254 -1.95299 0.40576 -0.71 1.17 -0.13 -0.1878
C 3.82760 -3.07600 -0.54654 1.62 -0.31 -0.08 -0.2094
O 2.40109 -2.82634 -0.80512 1.03 0.87 -0.38 -0.1944
C 2.19833 -1.49909 -1.40787 1.17 1.33 0.77 -0.1079
C 1.06263 -1.43232 -2.58360 1.61 -1.44 -0.32 -0.2456
F 0.83824 -0.00253 -2.90201 -0.16 -2.38 1.05 -0.0529
O -0.13392 -2.23958 -2.38244 1.89 2.27 0.97 -0.0643
C -0.75304 -2.10874 -1.07116 -2.96 -0.20 1.76 -0.2361
C -2.01625 -3.20938 -1.06129 0.78 -0.93 -0.85 -0.1039
C -1.80359 -4.38970 0.09058 -1.48 0.10 -0.48 -0.0951
C -2.63135 -4.00744 1.46099 -3.36 4.16 0.95 -0.2448
O -3.39481 -2.88888 1.59788 5.42 -7.73 -0.72 -0.0302
O -2.54852 -4.99087 2.58607 -1.10 0.76 -3.33 -0.0433
C -1.44436 -0.66294 -0.73119 -0.42 0.90 0.68 -0.2468
C -0.44005 0.37521 0.10977 -0.02 -1.06 0.80 -0.0938
C -2.19295 0.06218 -2.01094 0.37 1.36 -0.30 -0.1940
C -1.96981 1.71771 -1.93399 0.00 0.17 -0.24 -0.1378
B 1.80703 -2.06589 -3.95014 0.89 -1.27 -1.38 -0.3220
N 1.33467 -1.81544 -5.37187 -0.59 -1.35 2.57 0.1240
O 2.99549 -2.97957 -3.80771 -3.08 0.55 -1.05 0.0174
H 2.98942 0.13183 3.23368 1.09 -0.71 -2.60 0.0318
H 3.90890 0.81509 1.58138 -0.77 -2.28 1.10 0.0686
H 3.26879 -2.38966 2.47225 1.11 1.85 -1.73 0.1049
H 5.66361 -2.28203 0.65079 -2.23 0.39 -0.39 0.1177
H 4.66332 -0.94425 -0.22217 -0.17 -2.11 1.41 0.1077
H 4.38056 -3.14258 -1.59968 -1.05 0.35 2.17 0.1246
H 4.03046 -4.13546 -0.03542 -1.20 2.23 -1.05 0.1353
H 3.22836 -1.18218 -1.91986 -2.27 -0.56 0.81 0.1406
H 2.04155 -0.73201 -0.52688 -0.05 -1.39 -1.87 0.1291
H -0.09827 -2.40841 -0.14986 -0.55 0.59 -2.07 0.1506
H -2.00934 -3.79507 -2.10131 0.13 1.35 2.21 0.1095
H -3.06542 -2.69395 -0.98792 2.20 -1.02 0.10 0.1206
H -2.33154 -5.36435 -0.34989 1.02 1.92 1.18 0.1263
H -0.68292 -4.68363 0.25986 -2.18 0.82 -0.01 0.1332
H -2.86668 -5.89307 2.23307 0.93 2.04 0.53 0.1256
H -2.32161 -0.89908 0.04510 2.08 0.29 -1.60 0.1371
H 0.33275 0.92365 -0.57429 -1.62 -0.93 1.39 0.0697
H -1.07445 1.12171 0.78979 1.44 -1.47 -1.89 0.0846
H 0.16470 -0.29494 0.89079 -1.15 1.38 -1.66 0.0847
H -3.34166 -0.16760 -1.99967 2.41 0.41 -0.03 0.0916
H -1.75990 -0.25362 -3.06147 -0.92 0.30 2.32 0.1001
H -0.82698 2.00124 -2.12512 -2.49 -0.70 0.53 0.0707
H -2.57311 2.29138 -2.77426 1.06 -1.40 1.53 0.0733
H -2.31424 2.17485 -0.90761 0.86 -1.04 -2.18 0.0393
H 1.16833 -2.78168 -5.76915 0.16 1.77 0.04 0.0877
H 0.46609 -1.23676 -5.38426 0.87 -0.91 -0.15 0.0802
H 2.95351 -3.70646 -4.50114 0.23 1.63 1.11 0.1067
C 6.73644 -6.26033 -3.39676 0.10 0.36 -0.33 -0.0840
N 7.41463 -5.26672 -2.59907 0.17 0.04 0.60 -0.0012
C 7.71136 -5.31821 -1.26734 0.39 0.81 0.04 -0.5534
C 7.29431 -6.54814 -0.50646 0.01 -0.10 0.24 -0.0158
O 8.29751 -4.38373 -0.73115 -0.29 -0.47 -0.18 0.0208
H 7.40780 -6.56431 -4.20415 -0.24 -0.22 -0.05 0.0829
H 5.84279 -5.79974 -3.82589 -0.07 -0.30 -0.09 0.0779
H 6.44843 -7.13690 -2.81651 0.09 0.21 -0.02 0.0750
H 7.72318 -4.41264 -3.04916 -0.10 -0.22 0.11 0.1432
H 7.59449 -6.45173 0.54053 -0.01 0.12 -0.30 0.0864
H 6.20763 -6.66065 -0.54604 0.10 -0.17 -0.05 0.0813
H 7.78371 -7.43076 -0.92698 -0.21 -0.02 0.03 0.0843
C -5.40461 3.88146 2.47070 -0.14 -0.23 -0.24 -0.0827
N -4.36101 3.47813 1.55869 0.72 0.07 -0.17 0.0067
C -3.04473 3.84051 1.57527 -0.06 -0.37 -0.44 -0.5241
C -2.59173 4.77467 2.66510 0.23 0.11 0.03 -0.0078
O -2.27683 3.40791 0.72233 -0.15 0.30 0.48 0.0008
H -5.81641 2.98178 2.93548 -0.17 0.16 0.15 0.0833
H -6.18786 4.37870 1.89262 -0.13 0.05 0.26 0.0843
H -5.04384 4.55664 3.24658 -0.02 -0.18 -0.25 0.0334
H -4.59745 2.84888 0.80015 0.09 0.15 0.20 0.1433
H -1.52277 4.97665 2.55494 -0.23 -0.17 -0.14 0.0828
H -3.13228 5.72214 2.59284 -0.03 -0.14 0.27 0.0832
H -2.75820 4.31537 3.64321 -0.14 0.25 -0.03 0.0818
C -6.75056 5.99008 7.85076 0.00 -0.48 0.10 -0.0811
N -5.99885 5.61250 6.67779 0.35 0.38 -0.67 0.0043
C -5.51390 6.42496 5.69344 0.14 -0.57 -0.11 -0.5222
C -5.77743 7.90193 5.81466 0.07 0.20 -0.15 -0.0087
O -4.88854 5.94625 4.75319 -0.13 0.33 0.38 0.0085
H -6.19139 5.66514 8.73211 -0.24 0.17 0.13 0.0853
H -7.71095 5.46883 7.82145 -0.04 0.20 0.25 0.0852
H -6.92385 7.06463 7.90826 0.09 -0.19 -0.10 0.0760
H -5.78594 4.63206 6.53403 -0.07 0.24 0.06 0.1461
H -5.33452 8.42520 4.96283 -0.06 -0.26 0.16 0.0879
H -6.85436 8.08993 5.81452 0.11 0.09 0.15 0.0871
H -5.32405 8.28774 6.73170 -0.20 0.05 -0.04 0.0870
C 2.37761 2.04988 -4.53315 -0.57 0.27 0.14 -0.0766
N 3.05324 3.08535 -3.78828 0.83 0.17 0.21 0.0069
C 4.37860 3.16196 -3.46927 -0.34 0.72 0.35 -0.5516
C 5.27436 2.04597 -3.93591 0.27 -0.08 0.01 -0.0134
O 4.80198 4.11555 -2.82450 -0.01 -0.36 -0.22 0.0154
H 1.91278 2.50950 -5.40933 -0.02 -0.28 -0.12 0.0851
H 1.59929 1.62430 -3.89438 0.14 -0.07 -0.40 0.0621
H 3.05365 1.25815 -4.85586 -0.04 0.17 0.10 0.0761
H 2.50876 3.86777 -3.44386 0.12 -0.24 -0.06 0.1438
H 6.30055 2.23845 -3.61113 -0.30 0.09 0.00 0.0847
H 4.94601 1.09784 -3.50193 0.02 -0.02 -0.21 0.0765
H 5.26175 1.98922 -5.02770 -0.04 -0.19 0.10 0.0842
C -6.32239 -3.79857 -5.27232 -0.38 0.32 0.10 -0.0855
N -5.64676 -2.76310 -4.52745 0.60 0.08 0.18 0.0008
C -4.32140 -2.68650 -4.20845 -0.11 0.78 0.44 -0.5255
C -3.42564 -3.80248 -4.67509 0.27 -0.07 -0.01 -0.0130
O -3.89802 -1.73291 -3.56368 -0.27 -0.72 -0.49 0.0180
H -6.78722 -3.33895 -6.14851 -0.06 -0.32 -0.07 0.0833
H -7.10071 -4.22415 -4.63356 -0.02 -0.21 -0.25 0.0831
H -5.64635 -4.59030 -5.59503 -0.05 0.20 0.11 0.0742
H -6.19124 -1.98068 -4.18303 0.14 -0.21 -0.09 0.1442
H -2.39945 -3.61001 -4.35030 -0.28 0.12 -0.01 0.0711
H -3.75399 -4.75062 -4.24111 0.03 -0.02 -0.20 0.0866
H -3.43825 -3.85924 -5.76687 -0.04 -0.19 0.09 0.0856
C 3.10503 4.11588 5.72320 0.46 -0.07 -0.20 -0.0825
N 2.89633 2.82842 5.10480 -0.58 -0.50 -0.06 0.0054
C 1.74552 2.09509 5.05938 0.41 -0.43 -0.37 -0.5269
C 0.52481 2.67008 5.72633 -0.26 -0.08 0.02 -0.0092
O 1.73031 1.00896 4.48981 -0.23 0.46 0.48 0.0050
H 3.43824 4.81405 4.95084 -0.04 0.20 0.25 0.0855
H 3.89139 4.00853 6.47488 -0.09 0.30 0.07 0.0835
H 2.20290 4.50355 6.19635 0.11 -0.16 -0.12 0.0747
H 3.67779 2.38352 4.63721 -0.18 0.15 0.12 0.1428
H -0.31573 1.98021 5.61160 0.30 0.07 -0.07 0.0872
H 0.71421 2.81043 6.79383 -0.07 0.16 -0.09 0.0846
H 0.25777 3.62176 5.25902 0.01 0.00 0.19 0.0820
```
Positions in Å, forces in eV/Å.

Entry 3:
Computed, not measured: a molecular structure, C3H7I2P in a non-equilibrium geometry, with the ωB97M-V functional and the def2-TZVPD basis.

## Properties
HOMO in eV: -8.53
E in eV: -28709.316
Energy relative to the best compared isomer or geometry (same formula, charge and spin) in kJ/mol: 518.5

Structure (XYZ):
```
13
Properties=species:S:1:pos:R:3:forces:R:3:lowdin_charge:R:1
C 1.45787 -1.06578 0.50958 -0.65 0.83 -0.33 -0.1750
C 1.31297 0.50459 0.00720 -4.98 0.84 -0.74 -0.7927
I 2.95845 1.91559 -0.29027 -0.78 -1.54 0.41 0.6600
C -0.08299 1.00626 -0.30348 5.85 -0.43 1.12 -0.9177
P -1.66530 -0.06783 -0.14386 -0.66 0.02 -0.89 0.5764
I -0.36422 3.09879 -1.02616 -0.03 -1.66 0.55 0.5840
H 1.11597 -1.72587 -0.42425 0.97 1.25 2.17 0.0886
H 2.52649 -1.34357 0.90441 -2.16 0.66 -1.00 0.0802
H 0.67042 -1.21247 1.38727 1.76 0.22 -1.86 0.0704
H -1.46216 -0.32176 1.26389 0.16 0.21 -0.61 -0.0128
H -2.52509 1.05323 -0.54686 0.85 -0.62 0.36 -0.0416
H -1.12190 -0.91263 -1.20175 -0.11 0.34 0.59 -0.0082
H -2.82051 -0.92854 -0.13572 -0.22 -0.12 0.25 -0.1116
```
Positions in Å, forces in eV/Å.